Version A
20
Properties=species:S:1:pos:R:3 method="wB97M-V/def2-TZVPD" homo_ha="-0.270 / -0.270" orbital_gap_ha="0.29893 / 0.29896"
C 0.464 -0.203 -0.618
C -0.569 0.558 -0.051
C 1.376 -1.062 0.179
C -0.860 0.584 1.404
N -1.484 -2.191 0.235
N 0.982 2.421 -1.461
O -1.335 -1.234 -0.777
O 1.101 1.687 -0.259
H 0.571 -0.149 -1.690
H -1.174 1.136 -0.734
H -2.470 -2.206 0.492
H -1.260 -3.098 -0.171
H 1.918 2.478 -1.858
H 0.711 3.367 -1.197
H 0.788 -1.826 0.697
H -1.681 1.262 1.635
H 1.883 -0.461 0.935
H 2.125 -1.541 -0.451
H -1.112 -0.427 1.738
H 0.027 0.906 1.952

Version B
20
Properties=species:S:1:pos:R:3 method="wB97M-V/def2-TZVPD" smiles=C[C@@](N)(O)[C@](C)(N)O homo_ha=-0.343 orbital_gap_ha=0.37440
C -0.793 0.109 -0.022
C 0.771 0.125 0.024
C 1.366 0.292 -1.380
C -1.377 -0.075 1.384
N -1.227 -0.985 -0.854
N 1.347 -1.066 0.619
O -1.241 1.340 -0.574
O 1.104 1.237 0.830
H -0.790 2.046 -0.096
H 2.058 1.212 0.968
H -2.236 -1.072 -0.787
H -1.013 -0.779 -1.823
H 1.043 -1.149 1.583
H 1.016 -1.881 0.116
H 0.885 1.123 -1.888
H 2.432 0.489 -1.292
H 1.231 -0.619 -1.954
H -1.255 -1.105 1.708
H -0.883 0.596 2.082
H -2.438 0.161 1.355

Version C
20
Properties=species:S:1:pos:R:3 method="wB97M-V/def2-TZVPD" smiles="CN[C@H](C)C(N)=O.O" homo_ha=-0.318 orbital_gap_ha=0.34872
C 2.670 0.913 0.356
N 2.618 -0.345 -0.322
C 0.959 0.376 -1.971
C 1.355 -0.750 -0.998
C 0.211 -1.167 -0.097
N 0.393 -1.799 1.087
O -0.940 -0.972 -0.474
H 3.661 0.998 0.837
H 2.760 1.819 -0.279
H 1.743 0.954 0.944
H 3.466 -0.658 -0.764
H 1.483 0.247 -2.916
H 1.082 1.368 -1.550
H -0.110 0.319 -2.142
H 1.549 -1.615 -1.631
H -0.352 -2.193 1.625
H 1.353 -1.956 1.351
H -6.468 2.121 1.402
H -5.468 2.395 2.418
O -6.118 2.872 1.909

Version D
20
Properties=species:S:1:pos:R:3 method="wB97M-V/def2-TZVPD" smiles="CCC(=O)NCN.O" homo_ha=-0.347 orbital_gap_ha=0.37490
O 1.440 0.258 0.611
C 0.277 0.030 0.244
N -0.697 0.744 0.916
C -2.185 0.624 1.129
N -2.699 1.393 -0.084
C -0.183 -1.080 -0.704
C -0.336 -0.515 -2.190
H -0.198 0.990 1.707
H -2.409 -0.369 1.355
H -2.317 1.405 2.006
H -1.920 2.154 -0.284
H -2.772 0.766 -0.907
H -1.088 -1.597 -0.318
H 0.691 -1.865 -0.819
H -1.266 -0.061 -2.184
H 0.448 0.086 -2.490
H -0.165 -1.238 -2.814
H 3.087 -0.575 0.385
H 4.544 -0.750 0.204
O 3.773 -1.289 0.322

Least stable structure: version A

Version A
20
Properties=species:S:1:pos:R:3 method="wB97M-V/def2-TZVPD" smiles="CC[C@@H](N)C(N)=O.O" homo_ha=-0.341 orbital_gap_ha=0.37021
N -0.058 -0.218 -1.847
C 0.801 -2.611 -0.343
C 0.617 -1.236 0.316
C 0.764 -0.067 -0.673
C 0.433 1.235 0.095
N 1.326 1.445 1.114
O -0.664 1.739 0.072
H -1.009 -0.074 -1.557
H 0.003 -1.151 -2.224
H 1.668 -2.519 -0.996
H -0.038 -2.900 -0.964
H 1.030 -3.399 0.370
H -0.373 -1.119 0.763
H 1.232 -1.237 1.214
H 1.821 0.100 -0.933
H 2.328 1.367 1.095
H 1.012 2.099 1.788
H -2.912 0.983 0.815
H -2.564 0.056 1.936
O -2.715 0.055 0.985

Version B
20
Properties=species:S:1:pos:R:3 method="wB97M-V/def2-TZVPD" smiles="CN(C)C(=O)CN.O" homo_ha=-0.337 orbital_gap_ha=0.35875
N 1.709 -2.327 1.076
C 0.555 -2.680 0.209
C -0.323 -1.386 0.113
N -0.032 -0.324 -0.738
C -0.029 0.983 -0.033
C 1.098 -0.462 -1.650
O -1.196 -1.370 0.954
H 1.738 -1.322 1.265
H 1.585 -2.700 2.009
H 0.955 -3.110 -0.662
H -0.054 -3.320 0.839
H -0.887 1.000 0.652
H -0.068 1.772 -0.782
H 0.892 1.110 0.541
H 0.653 -0.251 -2.645
H 1.929 0.213 -1.483
H 1.416 -1.510 -1.706
H -2.641 5.291 1.098
H -3.714 5.057 0.017
O -3.587 5.336 0.927

Version C
20
Properties=species:S:1:pos:R:3 method="wB97M-V/def2-TZVPD" smiles="C[C@H](N)O.C=NOC" homo_ha=-0.324 orbital_gap_ha=0.35376
C 1.489 -0.474 0.326
C 1.374 -1.842 0.989
N 1.260 -0.591 -1.092
O 2.703 0.181 0.536
H 3.419 -0.439 0.347
H 0.694 0.203 0.807
H 0.331 -0.960 -1.246
H 1.305 0.321 -1.535
H 1.657 -1.768 2.037
H 0.347 -2.192 0.919
H 2.035 -2.551 0.491
C -2.552 0.318 -0.968
C -1.023 2.193 0.494
O -1.615 -0.040 0.022
N -0.981 0.980 0.830
H -3.326 1.018 -0.639
H -2.060 0.760 -1.839
H -3.034 -0.618 -1.257
H -0.688 2.899 1.240
H -1.336 2.602 -0.464

Least stable structure: version C

Version A
23
Properties=species:S:1:pos:R:3 method="wB97M-V/def2-TZVPD" smiles=CCC.O.O.O.O homo_ha=-0.418 orbital_gap_ha=0.43167
C -0.139 1.070 -1.802
C 0.327 0.477 -0.386
C -0.131 -1.011 -0.299
H -1.228 1.173 -1.873
H 0.383 2.039 -2.042
H 0.174 0.434 -2.650
H 1.413 0.648 -0.382
H -0.019 1.025 0.506
H 0.417 -1.660 -0.933
H -1.170 -1.000 -0.674
H -0.133 -1.454 0.743
H -4.412 0.430 -0.846
H -3.038 0.124 -0.193
O -3.470 0.314 -1.006
H -2.553 1.376 2.666
H -1.594 0.234 2.337
O -2.319 0.486 2.875
H 3.012 -1.271 2.570
H 1.691 -0.555 2.532
O 2.601 -0.453 2.789
H 3.851 -1.375 -1.542
H 3.214 -0.269 -0.776
O 3.124 -0.781 -1.612

Version B
23
Properties=species:S:1:pos:R:3 method="wB97M-V/def2-TZVPD" smiles=CCC.O.O.O.O homo_ha=-0.401 orbital_gap_ha=0.42059
C -1.524 -0.504 0.914
C -0.263 -0.737 0.097
C 0.978 -0.136 0.723
H -1.492 -1.001 1.888
H -2.418 -0.766 0.352
H -1.626 0.539 1.198
H -0.344 -0.413 -0.940
H -0.120 -1.819 0.016
H 1.797 -0.041 0.019
H 0.840 0.838 1.195
H 1.458 -0.641 1.566
H 2.085 -2.698 0.536
H 2.617 -3.420 -0.706
O 2.804 -2.684 -0.104
H 2.700 -0.942 -1.442
H 3.080 -0.697 -2.891
O 2.411 -0.469 -2.238
H -1.010 3.424 -0.406
H -0.453 2.112 -0.930
O -1.276 2.610 -0.848
H -2.812 2.216 0.223
H -4.041 2.949 0.769
O -3.394 2.278 1.010

Least stable structure: version A

Version A
52
Properties=species:S:1:pos:R:3 method="wB97M-V/def2-TZVPD" charge=+1 smiles=CC(C)c1ccc(OC[C@H](O)C[N@H+]2C[C@@H](C)O[C@@H](C)C2)cc1 homo_ha=-0.409 orbital_gap_ha=0.32185
C -4.190 -1.790 1.503
H -3.692 -1.436 2.401
H -3.789 -2.759 1.224
C -4.000 -0.799 0.364
O -4.682 -1.291 -0.767
C -4.595 -0.434 -1.880
C -5.382 -1.057 -3.023
H -5.364 -0.413 -3.896
H -4.965 -2.027 -3.278
H -6.411 -1.203 -2.711
C -3.118 -0.230 -2.275
N -2.362 0.303 -1.118
H -2.792 1.213 -0.877
C -2.510 -0.625 0.026
H -1.952 -0.252 0.884
H -2.098 -1.593 -0.269
C -0.951 0.645 -1.428
H -0.836 0.708 -2.511
H -0.281 -0.122 -1.039
C -0.614 2.019 -0.822
C -0.423 1.962 0.720
O 0.040 0.723 1.175
C 1.404 0.452 1.177
C 1.766 -0.748 1.777
C 3.093 -1.122 1.829
C 4.090 -0.316 1.289
C 3.708 0.876 0.690
C 2.380 1.263 0.624
H 2.135 2.200 0.147
H 4.454 1.527 0.260
C 5.538 -0.730 1.361
C 6.343 0.274 2.190
H 6.356 1.251 1.713
H 7.370 -0.069 2.294
H 5.912 0.381 3.182
C 6.135 -0.882 -0.039
H 7.156 -1.247 0.031
H 5.555 -1.591 -0.626
H 6.149 0.071 -0.563
H 5.588 -1.702 1.861
H 3.359 -2.054 2.303
H 0.996 -1.369 2.208
H 0.227 2.780 1.048
H -1.402 2.104 1.193
O -1.714 2.850 -1.144
H -1.505 3.772 -0.963
H 0.303 2.376 -1.306
H -3.053 0.472 -3.107
H -2.682 -1.188 -2.565
H -5.025 0.551 -1.621
H -4.419 0.184 0.647
H -5.249 -1.906 1.706

Version B
52
Properties=species:S:1:pos:R:3 method="wB97M-V/def2-TZVPD" charge=+1 smiles="CCCCOC[C@H]1C[C@@H](CC#CC[NH+]2CCCCC2)C(=O)O1" homo_ha=-0.467 orbital_gap_ha=0.39536
C 0.537 3.479 0.320
C 1.378 2.279 0.736
C 2.834 2.437 0.300
H 3.254 3.345 0.735
C 3.693 1.256 0.754
H 3.642 1.162 1.842
H 4.740 1.412 0.465
O 3.237 0.007 0.260
C 3.636 -0.287 -1.059
H 3.419 0.548 -1.735
C 2.864 -1.517 -1.547
H 3.263 -1.812 -2.522
C 2.840 -2.681 -0.539
H 3.600 -2.536 0.225
H 3.029 -3.626 -1.047
C 1.429 -2.647 0.050
C 0.687 -1.709 -0.890
O -0.504 -1.482 -0.890
O 1.499 -1.146 -1.756
H 0.937 -3.623 0.023
C 1.387 -2.112 1.501
C 0.020 -1.820 1.849
C -1.146 -1.588 2.010
C -2.557 -1.288 1.893
H -3.138 -2.210 1.977
N -2.764 -0.696 0.538
C -2.437 0.749 0.520
C -2.438 1.258 -0.914
C -3.803 1.023 -1.553
C -4.154 -0.460 -1.469
C -4.109 -0.935 -0.022
H -4.329 -2.003 0.031
H -4.839 -0.394 0.585
H -5.151 -0.639 -1.872
H -3.442 -1.038 -2.061
H -3.787 1.341 -2.594
H -4.562 1.614 -1.037
H -2.195 2.320 -0.917
H -1.667 0.732 -1.479
H -1.453 0.878 0.974
H -3.183 1.279 1.119
H -2.056 -1.140 -0.087
H -2.896 -0.586 2.659
H 1.803 -2.862 2.176
H 1.988 -1.202 1.564
H 4.714 -0.499 -1.095
H 2.878 2.539 -0.786
H 0.971 1.367 0.289
H 1.342 2.165 1.822
H -0.481 3.388 0.693
H 0.963 4.394 0.724
H 0.504 3.570 -0.763

Least stable structure: version B

Version A
11
Properties=species:S:1:pos:R:3 method="wB97M-V/def2-TZVPD" smiles="O=C1OCOCS1" homo_ha=-0.368 orbital_gap_ha=0.38809
C -1.038 -0.318 0.143
C 1.244 0.927 0.498
C 0.961 -1.267 -0.443
H 0.867 0.617 1.494
H 1.943 1.695 0.458
H 0.478 -1.180 -1.511
H 1.465 -2.301 -0.221
O -2.274 -0.559 0.037
O 1.897 -0.210 -0.150
O -0.139 -1.149 0.478
S -0.477 1.279 -0.271

Version B
11
Properties=species:S:1:pos:R:3 method="wB97M-V/def2-TZVPD" homo_ha=-0.335 orbital_gap_ha=0.32242
C 1.699 1.475 -0.127
C 0.490 0.883 0.330
C 0.053 -0.312 -0.329
O 3.899 -0.139 1.508
O 3.987 -1.044 -0.738
O 2.841 1.611 -0.446
S 4.357 0.017 0.144
H 0.129 1.714 1.066
H -0.900 -0.117 -0.835
H -0.051 -1.107 0.545
H 0.781 -0.742 -0.914

Least stable structure: version B

Version A
74
Properties=species:S:1:pos:R:3 method="wB97M-V/def2-TZVPD" charge=+3 homo_ha="-0.596 / -0.596" orbital_gap_ha="0.25822 / 0.25824"
La 0.390 -1.244 -0.539
P -0.449 1.552 1.183
P -2.437 -0.871 -0.441
P 2.664 0.804 -0.274
H 1.351 -2.513 -5.005
C 2.232 -2.371 -4.372
C 2.373 -3.109 -3.116
H 1.599 -3.818 -2.814
C -0.958 3.146 0.411
C -1.943 1.307 2.242
C 0.610 2.280 2.502
C -2.829 -2.371 -1.442
C -3.776 -0.981 0.797
C -2.974 0.478 -1.567
C 4.055 0.245 -1.358
C 3.639 0.924 1.267
C 2.576 2.582 -0.776
H 3.090 -1.896 -4.883
H 3.385 -3.182 -2.730
H -1.200 3.869 1.201
H -1.845 2.992 -0.216
H -0.133 3.536 -0.197
H -1.901 1.973 3.119
H -1.953 0.276 2.617
H -2.852 1.523 1.671
H -0.020 2.970 3.083
H 1.436 2.856 2.075
H 1.005 1.508 3.174
H -3.848 -2.668 -1.168
H -2.145 -3.180 -1.152
H -2.760 -2.199 -2.525
H -4.604 -0.318 0.501
H -3.424 -0.685 1.781
H -4.118 -2.033 0.854
H -3.748 0.083 -2.244
H -2.126 0.843 -2.172
H -3.376 1.299 -0.956
H 4.745 1.071 -1.474
H 3.724 -0.064 -2.367
H 4.537 -0.617 -0.906
H 4.625 1.281 0.956
H 3.699 -0.076 1.699
H 3.178 1.620 1.967
H 3.593 2.895 -1.058
H 2.229 3.223 0.048
H 1.900 2.731 -1.631
C 0.210 -0.476 -3.774
C 0.163 0.838 -4.256
C -0.702 1.097 -5.307
C -1.450 0.048 -5.855
C -1.530 -1.197 -5.207
C -0.649 -1.508 -4.151
S 1.823 -0.754 -2.984
H 1.845 0.439 -2.398
H 0.932 1.557 -3.901
H -0.813 2.153 -5.642
H -1.966 0.219 -6.823
H -2.243 -1.950 -5.559
H -0.505 -2.541 -3.751
S 1.083 -1.723 1.972
C 0.376 -1.195 3.486
N 1.141 -0.545 4.398
C 0.637 -0.027 5.667
C -0.438 -0.965 6.201
C -1.505 -1.261 5.177
N -0.915 -1.434 3.809
H 2.100 -0.402 4.094
H 0.241 0.992 5.503
H 1.502 0.010 6.343
H -0.888 -0.514 7.072
H 0.025 -1.912 6.485
H -2.216 -0.426 5.098
H -2.053 -2.190 5.415
H -1.414 -2.003 3.119

Version B
74
Properties=species:S:1:pos:R:3 method="wB97M-V/def2-TZVPD" charge=+3 homo_ha=-0.522 orbital_gap_ha=0.15543
La 0.012 -0.445 0.377
P 2.195 1.190 1.571
P -1.772 1.902 0.765
P 0.874 1.051 -1.888
H -0.704 -3.139 -0.463
C 0.187 -2.793 -1.014
C 1.422 -2.691 -0.415
H 1.591 -2.972 0.645
C 2.640 0.767 3.289
C 2.226 3.018 1.706
C 3.829 0.920 0.760
C -3.379 1.389 0.026
C -2.297 2.334 2.467
C -1.603 3.584 0.038
C 2.063 -0.019 -2.768
C 1.544 2.725 -1.992
C -0.674 1.083 -2.868
H 0.019 -2.643 -2.088
H 2.349 -2.435 -0.954
H 2.795 -0.313 3.387
H 1.832 1.065 3.967
H 3.560 1.294 3.570
H 1.399 3.344 2.347
H 2.119 3.481 0.719
H 3.175 3.339 2.152
H 4.045 -0.158 0.755
H 4.607 1.451 1.329
H 3.807 1.294 -0.274
H -4.137 2.173 0.142
H -3.735 0.476 0.522
H -3.244 1.187 -1.043
H -3.207 2.945 2.476
H -1.497 2.902 2.958
H -2.482 1.421 3.050
H -2.473 4.217 0.267
H -1.509 3.529 -1.056
H -0.714 4.078 0.457
H 2.195 0.314 -3.803
H 1.725 -1.066 -2.781
H 3.029 0.013 -2.239
H 1.646 3.039 -3.039
H 2.525 2.743 -1.500
H 0.875 3.418 -1.461
H -0.467 1.400 -3.900
H -1.409 1.764 -2.412
H -1.138 0.081 -2.889
C -0.356 -2.735 -6.040
C -1.454 -2.823 -6.920
C -1.713 -4.012 -7.607
C -0.840 -5.105 -7.503
C 0.350 -4.954 -6.772
C 0.612 -3.762 -6.099
S -0.069 -1.450 -4.925
H -1.260 -0.861 -4.612
H -2.089 -1.952 -7.043
H -2.602 -4.109 -8.235
H -1.063 -6.056 -7.991
H 1.079 -5.775 -6.724
H 1.565 -3.617 -5.580
S -0.455 -1.569 2.830
C -0.783 -0.908 4.403
N -2.024 -0.467 4.720
C -2.403 -0.039 6.075
C -1.185 0.523 6.787
C -0.023 -0.447 6.728
N 0.191 -0.874 5.339
H -2.745 -0.695 4.033
H -2.833 -0.879 6.640
H -3.179 0.719 5.960
H -1.442 0.721 7.834
H -0.893 1.478 6.316
H -0.191 -1.313 7.376
H 0.904 0.036 7.056
H 1.057 -1.336 5.061

Least stable structure: version A

Version A
9
Properties=species:S:1:pos:R:3 method="wB97M-V/def2-TZVPD" smiles="N#CN=O.N#CN" homo_ha="-0.362 / -0.361" orbital_gap_ha="0.30015 / 0.30025"
C 2.241 0.705 0.275
C -1.180 -0.157 -0.541
N 2.194 1.866 0.265
N -0.099 -0.265 -0.909
N 2.629 -0.518 0.108
N -2.433 -0.006 -0.175
O 2.239 -1.573 0.537
H -2.953 -0.845 0.032
H -2.639 0.792 0.407

Version B
9
Properties=species:S:1:pos:R:3 method="wB97M-V/def2-TZVPD" smiles="O=Cn1cnnn1" homo_ha=-0.410 orbital_gap_ha=0.39440
C 1.284 -0.170 -1.068
C -0.643 -0.777 0.315
H 2.157 0.595 -1.010
H -0.631 -1.797 0.101
N 0.212 0.091 -0.186
N -1.428 -0.142 1.176
N -0.914 1.127 1.264
N 0.036 1.235 0.520
O 1.161 -1.162 -1.748

Version C
9
Properties=species:S:1:pos:R:3 method="wB97M-V/def2-TZVPD" smiles="[H]/N=c1/cnonn1" homo_ha=-0.369 orbital_gap_ha=0.33885
C 0.982 0.166 -0.070
C 0.011 1.348 -0.226
H 2.579 -0.979 0.277
H 0.432 2.474 -0.446
N 2.264 0.078 0.268
N -1.209 1.061 0.038
N -0.825 -1.308 -0.189
N 0.338 -1.069 -0.239
O -1.618 -0.240 0.351

Least stable structure: version C